The following is a DFT calculation (wB97M-V/def2-TZVPD) of C42H52BFIrN3O2P2S as an isolated structure.

The spin multiplicity is 5. For the total energy, the calculation gives -3255.86246 hartree. The charge is +2. Its HOMO energy (spin up / spin down) is -0.442 / -0.443 Eh. Its expectation value of S² is 6.0115. The value obtained for the orbital gap (spin up / spin down) is 7.31 / 5.13 eV. The energy above the lowest of the compared OMol25 structures with the same formula, charge and spin comes out at 0.271 eV.

Structure (XYZ):
```
105
C42H52BFIrN3O2P2S, DFT wB97M-V/def2-TZVPD
Ir 0.28977 0.09375 0.43050
C 1.90266 8.46546 0.56313
S 2.35536 7.25008 1.81068
C 1.30435 5.87636 1.28549
C 1.60151 4.66074 2.14745
C 0.66141 3.48917 1.89084
N 0.71924 3.00976 0.47465
P -0.76714 2.27264 -0.18083
C -2.08697 3.31257 0.46361
C -2.05060 4.70557 0.35422
C -3.08211 5.46269 0.87812
C -4.15451 4.83767 1.50682
C -4.19466 3.45734 1.61490
C -3.15618 2.69029 1.10071
C -0.77899 2.49546 -1.97966
C -0.12144 1.55886 -2.78063
C -0.15268 1.66029 -4.15974
C -0.87061 2.68245 -4.76510
C -1.57361 3.58634 -3.98367
C -1.53758 3.49020 -2.60116
P 1.94141 1.82704 0.13928
C 2.71951 2.35251 -1.39504
C 3.60822 1.47638 -2.01598
C 4.21902 1.83881 -3.20415
C 3.94395 3.07658 -3.77429
C 3.06599 3.95215 -3.15288
C 2.44989 3.59208 -1.96388
C 3.25249 1.89630 1.37206
C 3.13885 1.14484 2.54086
C 4.12689 1.21937 3.51085
C 5.23158 2.03651 3.31448
C 5.35299 2.78114 2.14859
C 4.36826 2.71327 1.17659
H 2.49004 9.36010 0.75337
H 0.84434 8.71452 0.63395
H 2.12758 8.09457 -0.43651
H 1.50073 5.66819 0.23043
H 0.25612 6.17128 1.38029
H 1.50894 4.92978 3.20339
H 2.63604 4.34967 1.99567
H -0.36379 3.78095 2.10552
H 0.90689 2.67404 2.57983
H -1.21905 5.18882 -0.14361
H -3.06225 6.54086 0.78860
H -4.96196 5.43444 1.90978
H -5.03177 2.97461 2.10118
H -3.17226 1.61280 1.20131
H 0.40533 0.72519 -2.33487
H 0.36917 0.92909 -4.76280
H -0.90404 2.75660 -5.84396
H -2.16584 4.36380 -4.44748
H -2.11607 4.19067 -2.01920
H 3.83051 0.51366 -1.56685
H 4.91191 1.16204 -3.68594
H 4.41873 3.35793 -4.70477
H 2.85392 4.91499 -3.59821
H 1.74830 4.26311 -1.48587
H 2.27115 0.51631 2.70914
H 4.03215 0.64305 4.42190
H 6.00249 2.09379 4.07151
H 6.21556 3.41560 1.99660
H 4.46677 3.29493 0.26892
C 0.10581 -1.07915 8.66038
C -1.30998 -0.63254 8.28901
C -2.29198 -1.73809 8.70411
C -1.62814 0.65429 9.06619
C -1.45863 -0.37076 6.79517
C -2.69202 0.10632 6.30500
C -2.92901 0.36221 4.96339
C -1.87867 0.12504 4.10522
O -1.81550 0.29627 2.73942
B -0.53078 -0.08114 2.38572
O 0.20989 -0.49049 3.49801
C -0.65456 -0.34544 4.57074
C -0.41060 -0.60016 5.89833
H 0.16266 -1.24034 9.73648
H 0.85144 -0.32420 8.40200
H 0.37674 -2.01986 8.17649
H -2.23792 -1.90184 9.78071
H -2.05604 -2.67937 8.20422
H -3.32170 -1.47506 8.45822
H -1.46952 0.49257 10.13253
H -2.66477 0.96489 8.93181
H -0.98395 1.47540 8.74690
H -3.49982 0.28156 7.00242
H -3.88452 0.72545 4.61225
H 0.55437 -0.96082 6.22014
N 1.60979 -5.02937 0.00144
C 1.21210 -4.61398 1.39521
C 0.80451 -3.14701 1.35889
N 1.82839 -2.27436 0.80293
C 2.28760 -2.72205 -0.50229
C 2.73582 -4.17836 -0.52392
H 0.80049 -4.93070 -0.61782
H 1.87197 -6.01564 -0.01376
H 2.08531 -4.78700 2.02407
H 0.40096 -5.26491 1.71677
H 0.55156 -2.81656 2.36491
H -0.09770 -3.03497 0.74705
H 2.59215 -2.11984 1.45174
H 3.11178 -2.09449 -0.83922
H 1.46411 -2.57724 -1.20951
H 3.58599 -4.36288 0.13278
H 2.97362 -4.52598 -1.52782
F -0.28136 -1.19336 -0.95222
```